A molecular structure, C27H72CuN5O14 in a non-equilibrium geometry, computed with the ωB97M-V functional and the def2-TZVPD basis.

CARTESIAN COORDINATES (ANGSTROEM)
Cu -12.493 -20.038 -28.813
N -14.097 -17.497 -30.350
O -13.583 -16.422 -30.024
O -13.548 -18.594 -29.997
O -15.115 -17.547 -31.039
C -15.597 -20.874 -24.651
O -14.348 -20.193 -24.620
C -14.403 -18.979 -23.886
C -14.229 -17.811 -24.835
N -15.268 -17.743 -25.844
C -14.948 -16.680 -26.820
C -16.179 -16.198 -27.535
O -16.862 -15.321 -26.681
C -18.054 -14.824 -27.260
H -15.475 -21.821 -25.174
H -16.313 -20.272 -25.223
H -15.969 -21.049 -23.640
H -13.605 -18.971 -23.139
H -15.323 -18.896 -23.299
H -13.221 -17.907 -25.247
H -14.206 -16.909 -24.203
H -16.157 -17.478 -25.429
H -14.116 -16.987 -27.457
H -14.557 -15.787 -26.305
H -16.816 -17.050 -27.840
H -15.947 -15.697 -28.483
H -18.663 -14.415 -26.458
H -18.620 -15.661 -27.691
H -17.836 -14.070 -28.018
C -10.724 -18.319 -31.047
O -11.219 -19.593 -30.602
C -11.323 -20.536 -31.633
C -11.776 -21.836 -31.031
N -12.968 -21.618 -30.181
C -13.278 -22.906 -29.503
C -12.415 -23.088 -28.291
O -12.541 -21.856 -27.596
C -12.375 -21.946 -26.182
H -9.724 -18.444 -31.465
H -10.696 -17.635 -30.206
H -11.411 -17.925 -31.799
H -10.388 -20.662 -32.188
H -12.088 -20.230 -32.363
H -10.949 -22.135 -30.378
H -11.938 -22.611 -31.779
H -13.784 -21.483 -30.833
H -13.229 -23.735 -30.211
H -14.322 -22.800 -29.201
H -11.364 -23.279 -28.535
H -12.760 -23.923 -27.679
H -13.008 -22.730 -25.770
H -12.684 -21.002 -25.732
H -11.323 -22.089 -25.921
C -19.336 -14.772 -31.750
O -18.085 -14.154 -31.616
C -17.016 -15.075 -31.706
C -15.682 -14.370 -31.666
N -15.644 -13.239 -32.597
C -14.744 -12.179 -32.135
C -15.176 -10.854 -32.711
O -16.345 -10.438 -32.062
C -16.749 -9.150 -32.467
H -19.488 -15.197 -32.749
H -20.088 -13.992 -31.648
H -19.453 -15.528 -30.966
H -17.091 -15.668 -32.631
H -17.122 -15.755 -30.852
H -14.860 -15.064 -31.849
H -15.508 -14.077 -30.615
H -16.580 -12.839 -32.575
H -13.694 -12.363 -32.374
H -14.814 -12.098 -31.040
H -15.318 -10.945 -33.799
H -14.384 -10.100 -32.587
H -16.004 -8.395 -32.185
H -17.669 -8.925 -31.936
H -16.895 -9.133 -33.551
C -15.430 -20.883 -36.091
O -14.895 -20.883 -34.791
C -15.629 -20.044 -33.919
C -15.124 -20.332 -32.509
N -14.982 -21.761 -32.232
C -16.257 -22.466 -32.110
C -16.068 -23.929 -31.814
O -15.251 -24.477 -32.822
C -15.295 -25.888 -32.866
H -14.907 -21.631 -36.685
H -15.293 -19.912 -36.580
H -16.495 -21.143 -36.119
H -16.694 -20.288 -34.005
H -15.463 -18.996 -34.182
H -15.783 -19.865 -31.774
H -14.173 -19.815 -32.359
H -14.488 -22.233 -32.987
H -16.854 -22.416 -33.031
H -16.862 -21.988 -31.334
H -17.048 -24.421 -31.818
H -15.598 -24.097 -30.834
H -14.770 -26.200 -33.766
H -16.324 -26.252 -32.912
H -14.758 -26.308 -32.008
C -15.576 -20.126 -28.300
O -14.364 -19.846 -27.619
H -16.067 -19.240 -28.704
H -15.407 -20.802 -29.140
H -16.276 -20.638 -27.632
H -14.584 -19.260 -26.843
C -12.278 -13.046 -29.050
O -13.231 -13.988 -28.615
H -12.494 -12.654 -30.049
H -12.327 -12.183 -28.385
H -11.265 -13.452 -28.989
H -13.084 -14.824 -29.073
C -14.355 -16.448 -34.215
O -14.983 -15.269 -34.687
H -14.156 -17.031 -35.118
H -13.386 -16.278 -33.724
H -15.001 -17.006 -33.528
H -15.100 -14.620 -33.970

The HOMO energy (spin up / spin down) is -10.303 / -10.303 eV. As for the spin multiplicity: 2. Its net charge is +1. The calculation puts the relative energy (zero: lowest compared OMol25 entry of this formula, charge and spin) at 0.0 kJ/mol. The gap between HOMO and LUMO (spin up / spin down) comes out at 7.05 / 4.25 eV.